No. 1
{
  "formula": "C48H114O27S2",
  "method": "the ωB97M-V functional and the def2-TZVPD basis",
  "smiles": "CCOS(C)(=O)=O.CCOS(C)(=O)=O.COCCOCCOC.COCCOCCOC.COCCOCCOC.COCCOCCOC.COCCOCCOC.COCCOCCOC.COCCOCCOC",
  "gap_ev": 9.3,
  "total_energy_ev": -128554.0516,
  "relative_energy_kj_mol": 927.4,
  "total_charge": 0,
  "spin_multiplicity": 1,
  "e_lumo_ev": 0.2,
  "elements": ["O", "H", "C", "H", "O", "C", "C", "H", "H", "O", "H", "C", "C", "H", "C", "H", "H", "O", "O", "C", "C", "C", "C", "O", "H", "C", "C", "H", "C", "H", "H", "H", "H", "C", "H", "H", "O", "H", "H", "H", "H", "H", "C", "C", "H", "H", "H", "H", "C", "C", "H", "H", "O", "C", "H", "O", "O", "H", "H", "H", "S", "H", "H", "H", "C", "H", "C", "H", "S", "H", "H", "H", "H", "C", "H", "H", "H", "H", "H", "H", "C", "H", "H", "C", "C", "H", "C", "O", "H", "H", "H", "C", "H", "H", "O", "C", "H", "H", "O", "H", "H", "H", "C", "H", "H", "C", "H", "H", "H", "C", "H", "H", "H", "O", "H", "H", "H", "H", "H", "C", "O", "H", "H", "H", "H", "H", "C", "O", "C", "H", "H", "H", "H", "C", "O", "O", "C", "C", "H", "C", "H", "C", "H", "H", "H", "H", "H", "H", "H", "H", "H", "H", "C", "H", "H", "H", "H", "H", "H", "C", "H", "O", "H", "C", "H", "C", "H", "H", "H", "C", "C", "O", "O", "H", "O", "O", "O", "C", "H", "H", "O", "C", "H", "H", "H", "H", "O", "H", "H", "C", "O"],
  "coordinates": [[8.7137, 2.8141, -1.0406], [1.7565, 2.7821, -7.1271], [7.0304, -8.3791, 6.7978], [0.6697, 3.3222, 7.0098], [-8.3861, -10.2887, 0.3662], [5.5564, 4.1490, 8.1508], [9.2258, 2.2665, 0.2034], [-7.5611, 1.9916, -10.6572], [-2.5348, -6.0587, -5.7075], [-3.7000, 14.6946, -2.2837], [3.8458, -6.3476, 5.8031], [-10.8840, -4.6756, 0.4219], [1.6780, 2.4310, -8.1560], [6.8715, -4.5611, 8.2923], [-0.0920, -2.8248, -6.5251], [-2.1668, -2.5922, -6.6166], [2.6431, 2.4827, -8.6601], [6.5913, 5.1438, 8.1308], [-3.9411, 13.1326, -4.2930], [0.4469, 2.4203, 1.0712], [0.7117, 3.3922, 8.0967], [-2.7023, 12.6136, -4.2058], [-5.4452, -8.9792, 3.9716], [-5.7507, -9.3514, 1.4269], [-0.5583, 5.0247, -0.2524], [-4.2411, 3.0129, -7.5283], [2.1971, 6.0353, -1.7668], [-5.4635, -11.4522, 1.3292], [-9.3643, -3.6622, -3.7026], [-3.5359, -4.6203, -6.1329], [7.4735, 1.0126, -1.2895], [10.8436, 2.7793, 1.5437], [2.4005, 1.3769, 8.0167], [-3.5469, 15.6782, -4.7693], [-0.0874, -3.3958, -7.4536], [1.2534, 0.1533, 8.6897], [10.8878, 5.5103, -3.1212], [-10.1330, -9.7522, -0.5759], [-8.7710, -1.6509, -2.0201], [6.5418, -9.3075, 6.5022], [2.2656, 5.1697, 0.6806], [5.2410, -4.6654, 4.6455], [-8.1815, -2.9790, 1.5007], [-0.4804, -1.1613, 0.5461], [5.5613, 3.6850, 9.1371], [-5.4865, -6.8757, 6.4543], [5.5504, -3.4329, 7.8376], [9.6481, 1.2748, 0.0409], [-2.7881, -5.0294, -5.4536], [-1.4291, -3.0400, -5.9507], [-6.5600, -10.1859, -0.6846], [-4.2594, 16.4806, -4.9607], [-1.4778, -4.4173, -5.3871], [11.5144, 3.6882, -1.5735], [9.7084, 5.1098, -1.5450], [-5.8799, 14.7170, -3.6250], [0.2202, -1.4916, -6.7231], [-6.9115, -7.9490, 5.9855], [-3.8315, 1.5409, -5.9960], [-6.5722, -1.8782, -0.7135], [-4.4439, 14.5429, -3.5521], [10.3531, 5.3183, -4.9504], [-3.1753, 11.1044, -5.7370], [10.2788, 4.2535, 0.7863], [-2.3384, 11.7268, -5.4200], [1.0938, 3.2576, -8.5604], [-5.8317, -7.8004, 5.9917], [8.1023, -7.4747, 9.0755], [-6.6103, 3.0311, -8.6569], [-3.1161, 15.2087, -5.6536], [2.4968, 7.0105, -1.3830], [-6.9552, -10.8955, 2.2507], [9.7849, -7.9873, 8.6292], [4.9267, -6.2490, 5.9022], [9.0916, -6.7236, 7.7817], [0.6933, -3.1770, -5.8563], [-2.2219, 12.4879, -6.1915], [-10.4181, -3.4495, -3.5226], [0.1605, 1.0965, -0.5686], [-8.4804, -2.3076, 2.3056], [10.7473, 5.0530, -1.8699], [-5.1111, -9.8115, 4.5911], [1.5081, 0.8635, 0.2631], [-7.0717, -10.7373, 0.1042], [-6.2546, -10.7100, 1.4365], [12.5971, 3.7784, -1.6607], [-4.2309, 2.5478, -6.1174], [-6.4564, 4.4991, -8.7137], [-7.2783, -2.0681, -2.8801], [2.4475, 0.1753, -6.8067], [-6.4673, -9.3227, 3.8123], [6.5222, -3.8379, 7.5553], [-10.6163, -4.0450, -0.4259], [-10.5927, -5.6902, 0.1500], [-5.4267, -7.6441, 4.5447], [7.9139, 4.5742, 7.9795], [0.2632, 6.5104, 0.3559], [6.3308, -8.0725, 7.5754], [6.5629, -4.3197, 6.2052], [-7.1289, -11.6815, -0.4375], [-1.9216, 13.3706, -4.2806], [-5.3635, -8.5693, 6.6062], [7.1054, -7.3110, 5.6771], [2.7430, 0.0158, -8.4063], [0.9246, -1.5259, -8.6950], [-7.3904, -2.5984, -0.7217], [-8.5354, -5.0403, 0.8894], [9.0434, 4.7697, -3.8063], [7.3604, 2.3296, -2.5130], [5.2864, -4.7554, 5.7309], [-0.0215, -1.9622, 1.1259], [-5.1528, 2.5571, -5.5359], [-1.4085, 11.1621, -5.3526], [-0.1987, 0.0378, 1.2746], [0.9863, 0.8421, 7.2202], [-8.8638, -2.9203, -4.3247], [7.7178, -7.8049, 4.9226], [-6.0475, 2.9402, -11.0218], [1.8660, 4.3876, 9.5529], [1.2072, -1.3450, -7.6580], [8.4516, -8.5032, 7.2136], [11.2371, 2.9869, -2.3605], [0.7238, 2.3042, 2.1191], [-9.0307, -8.6933, -0.9244], [-8.8180, -10.3698, -1.6453], [-0.1857, 3.9127, 8.4312], [7.5628, 2.0837, -1.4705], [3.2016, 3.7245, 8.2121], [1.2715, 4.7486, 0.8312], [4.9579, -6.4648, 6.9702], [-1.5509, -1.2892, 0.3855], [7.2562, -3.0547, 7.7449], [7.4946, -6.3761, 6.0804], [-4.8762, -9.0304, 2.5650], [-7.7387, 2.4904, -7.8934], [11.5920, 3.1886, -0.2331], [-9.0600, -9.7715, -0.7669], [0.4533, 1.0332, 0.4794], [-0.0138, -1.2612, -0.4339], [10.1028, 4.7403, -4.0609], [-8.6726, -4.6463, 2.6400], [10.4432, 3.1894, 0.6166], [-3.6064, 3.2142, -5.5223], [8.1952, 3.8880, 8.7783], [-0.5976, 2.7248, 1.1369], [0.9520, 4.8940, 1.8631], [2.2491, 6.2508, -2.8341], [-1.4854, -2.5358, -4.9860], [4.0714, 5.1694, 6.9721], [-7.1542, -3.2521, 1.7421], [-2.7246, 16.1440, -4.2262], [4.4099, -4.1646, 5.9971], [0.3967, 5.5234, -0.0869], [-4.3160, 4.0961, -7.6246], [8.4598, 2.2436, 0.9785], [10.3698, 3.7140, -4.3131], [8.1034, 4.0258, 7.0567], [-2.6954, 11.9982, -3.3062], [-3.3432, 2.7753, -8.0987], [8.8108, -7.6579, 8.2677], [-6.1092, 1.2385, -10.3901], [0.8367, 5.5264, -1.4734], [-11.9643, -4.6998, 0.5655], [4.1376, 4.7535, 7.9774], [8.6650, 5.3458, 7.8104], [-6.5438, 2.2375, -10.3525], [4.0628, 5.6132, 8.6432], [2.0367, -2.0482, -7.5828], [-9.3363, -4.7234, -3.9499], [1.9096, 4.3059, 8.4668], [1.8891, 0.0135, -7.7288], [1.4092, 3.3921, 0.5087], [-8.6836, -3.5762, -2.4390], [-3.2283, -5.1309, -4.4616], [1.1625, 1.1567, -8.2203], [-5.2092, 2.1844, -8.2315], [5.7612, -7.1792, 5.1188], [1.3571, 1.1243, 8.2055], [1.6500, 5.2379, 7.9647], [-7.0611, -3.6370, -0.6902], [-10.3769, -4.2121, 1.6367], [-8.9212, -4.3349, 1.6254], [-4.0928, -9.7882, 2.5584], [-4.4021, -8.0601, 2.4176], [2.9392, 5.3136, -1.4256], [11.2183, 5.8432, -1.2852], [-8.3057, -2.1964, 0.3091], [5.6506, 3.5088, 7.2736], [6.7750, 2.6131, -0.9345], [-7.9761, -2.3915, -2.1078], [0.5427, 2.0815, 8.7269]],
  "lowdin_charge": [-0.22, 0.08, -0.15, 0.12, -0.18, -0.19, -0.15, 0.06, 0.08, -0.32, 0.12, -0.14, -0.15, 0.08, -0.25, 0.13, 0.08, -0.19, -0.28, -0.16, -0.16, -0.35, -0.23, -0.15, 0.13, -0.28, -0.08, 0.12, -0.07, 0.08, 0.09, 0.12, 0.08, -0.09, 0.14, 0.09, -0.16, 0.08, 0.13, 0.12, 0.12, 0.12, -0.19, -0.10, 0.13, 0.08, 0.09, 0.12, -0.10, -0.17, 0.12, 0.06, -0.19, -0.15, 0.11, -0.27, -0.09, 0.08, 0.08, 0.12, 0.72, 0.09, 0.08, 0.12, -0.05, 0.08, -0.06, 0.09, 0.72, 0.06, 0.08, 0.12, 0.09, -0.17, 0.08, 0.14, 0.07, 0.08, 0.12, 0.12, -0.27, 0.12, 0.12, -0.21, -0.15, 0.12, -0.08, -0.31, 0.12, 0.12, 0.11, -0.10, 0.08, 0.08, -0.18, -0.11, 0.12, 0.10, -0.18, 0.11, 0.12, 0.08, -0.15, 0.12, 0.13, -0.18, 0.12, 0.09, 0.08, -0.21, 0.09, 0.09, 0.08, -0.16, 0.08, 0.09, 0.13, 0.06, 0.13, -0.24, -0.19, 0.10, 0.12, 0.08, 0.09, 0.12, -0.10, -0.14, -0.24, 0.10, 0.09, 0.08, 0.11, -0.16, -0.31, -0.16, -0.11, -0.23, 0.08, -0.08, 0.12, -0.16, 0.08, 0.08, 0.12, 0.13, 0.08, 0.13, 0.13, 0.12, 0.06, 0.12, -0.19, 0.11, 0.12, 0.08, 0.07, 0.12, 0.12, -0.14, 0.06, -0.19, 0.09, -0.21, 0.08, -0.10, 0.12, 0.13, 0.09, -0.17, -0.17, -0.13, -0.23, 0.08, -0.18, -0.29, -0.14, -0.17, 0.13, 0.13, -0.17, -0.16, 0.11, 0.13, 0.08, 0.12, -0.12, 0.12, 0.08, -0.21, -0.16]
}

---

No. 2
{
  "formula": "C3H5NO2",
  "method": "the ωB97M-V functional and the def2-TZVPD basis",
  "gap_ev": [8.5, 8.5],
  "total_energy_ev": -8772.5883,
  "relative_energy_kj_mol": 492.7,
  "total_charge": 0,
  "spin_multiplicity": 1,
  "e_lumo_ev": [-0.6, -0.6],
  "elements": ["H", "C", "N", "H", "C", "H", "H", "C", "O", "H", "O"],
  "coordinates": [[-0.7776, 1.3972, -0.2622], [-0.6926, 0.3262, 0.5409], [0.1502, -1.8550, -0.5451], [-1.7940, -1.3907, -0.2434], [-0.7610, -1.0522, -0.2332], [0.9736, 0.5945, -1.4550], [1.1066, -1.5272, -0.4044], [0.5923, 1.0365, 0.3651], [1.4511, 0.7997, -0.6346], [1.1197, 1.3417, 1.2708], [-1.3682, 0.3295, 1.6010]],
  "lowdin_charge": [0.24, -0.55, 0.11, 0.11, -0.16, 0.13, 0.05, -0.08, 0.02, 0.16, -0.04]
}